1.
{"formula": "C54H40GeIN4PPtSSe", "method": "ωB97M-V with the def2-TZVPD basis set", "lumo_energy_ha": [-0.3308, -0.4045], "e_homo_ev": [-15.6, -15.6], "multiplicity": 2, "s_squared": 0.78, "total_charge": 3, "e_above_lowest_ev": 0.000, "symbols": ["Pt", "I", "C", "C", "C", "C", "C", "C", "C", "C", "C", "P", "C", "C", "C", "C", "C", "C", "C", "C", "C", "C", "C", "C", "C", "H", "H", "H", "H", "H", "H", "H", "H", "H", "H", "H", "H", "H", "H", "H", "H", "S", "C", "C", "C", "C", "C", "C", "C", "C", "C", "N", "H", "H", "H", "H", "H", "H", "Se", "N", "C", "C", "C", "C", "N", "C", "N", "H", "H", "H", "C", "C", "C", "C", "C", "C", "Ge", "C", "C", "C", "C", "C", "C", "C", "C", "C", "C", "C", "C", "H", "H", "H", "H", "H", "H", "H", "H", "H", "H", "H", "H", "H", "H", "H"], "positions_angstrom": [[-0.149, 0.107, 0.029], [-0.927, -2.016, 1.437], [-3.007, -2.436, 1.397], [-3.258, -3.560, 2.141], [-4.568, -3.990, 2.368], [-5.590, -3.240, 1.867], [-5.347, -2.086, 1.088], [-6.472, -1.371, 0.626], [-6.322, -0.246, -0.124], [-5.033, 0.174, -0.462], [-3.886, -0.488, -0.055], [-2.400, 0.257, -0.876], [-2.808, 2.026, -1.043], [-2.608, 2.885, 0.037], [-2.986, 4.214, -0.046], [-3.577, 4.700, -1.205], [-3.760, 3.857, -2.294], [-3.368, 2.530, -2.223], [-2.456, -0.350, -2.584], [-3.457, -1.197, -3.048], [-3.506, -1.523, -4.397], [-2.554, -1.027, -5.275], [-1.531, -0.209, -4.804], [-1.483, 0.133, -3.466], [-4.011, -1.647, 0.784], [-2.438, -4.120, 2.574], [-4.755, -4.881, 2.949], [-6.618, -3.511, 2.069], [-7.457, -1.736, 0.889], [-7.176, 0.317, -0.476], [-4.951, 1.048, -1.084], [-2.147, 2.515, 0.945], [-2.814, 4.872, 0.795], [-3.897, 5.731, -1.269], [-4.219, 4.219, -3.204], [-3.514, 1.886, -3.078], [-4.204, -1.589, -2.371], [-4.293, -2.173, -4.757], [-2.602, -1.279, -6.326], [-0.779, 0.163, -5.488], [-0.704, 0.790, -3.097], [2.786, 3.096, -1.543], [1.220, 3.588, -2.059], [0.205, 2.775, -1.608], [0.671, 1.704, -0.843], [2.091, 1.754, -0.723], [2.821, 0.801, 0.054], [4.196, 0.860, 0.268], [4.798, -0.132, 1.023], [4.016, -1.153, 1.538], [2.646, -1.133, 1.299], [2.067, -0.187, 0.580], [1.118, 4.470, -2.677], [-0.830, 2.966, -1.845], [4.775, 1.670, -0.158], [5.863, -0.106, 1.211], [4.453, -1.958, 2.111], [2.004, -1.901, 1.710], [3.525, -0.687, -4.025], [2.784, -2.229, -4.467], [1.715, -2.413, -3.744], [0.776, -3.453, -3.877], [-0.296, -3.470, -3.035], [-0.414, -2.494, -2.033], [0.425, -1.489, -1.855], [1.458, -1.364, -2.719], [2.277, -0.348, -2.769], [0.931, -4.211, -4.636], [-1.055, -4.236, -3.114], [-1.239, -2.554, -1.337], [3.689, 0.374, 4.897], [3.570, 1.653, 4.374], [2.468, 1.989, 3.594], [1.486, 1.039, 3.348], [1.604, -0.246, 3.877], [2.706, -0.576, 4.655], [-0.171, 1.469, 2.324], [-0.154, 3.446, 2.082], [-1.186, 4.208, 2.615], [-1.196, 5.582, 2.395], [-0.184, 6.181, 1.660], [0.848, 5.417, 1.131], [0.863, 4.045, 1.347], [-1.700, 0.903, 3.446], [-1.484, 0.702, 4.809], [-2.515, 0.239, 5.614], [-3.768, -0.015, 5.073], [-3.999, 0.215, 3.722], [-2.966, 0.665, 2.916], [4.544, 0.121, 5.512], [4.321, 2.404, 4.581], [2.377, 2.999, 3.216], [0.832, -0.990, 3.708], [2.783, -1.569, 5.080], [-1.962, 3.752, 3.220], [-1.990, 6.179, 2.825], [-0.180, 7.254, 1.520], [1.646, 5.885, 0.570], [1.683, 3.450, 0.956], [-0.516, 0.911, 5.248], [-2.338, 0.083, 6.670], [-4.569, -0.375, 5.705], [-4.987, 0.057, 3.307], [-3.158, 0.861, 1.867]], "forces_ev_per_angstrom": [[0.415, -0.876, 0.027], [-0.133, -0.175, -0.032], [0.079, 0.003, -0.030], [0.377, 0.116, -0.056], [-0.267, 0.050, -0.032], [0.089, -0.094, 0.117], [0.217, -0.055, 0.018], [-0.051, 0.191, -0.135], [-0.159, -0.144, 0.082], [0.338, -0.066, 0.027], [0.250, 0.160, -0.015], [0.209, 0.821, 0.344], [-0.039, -0.071, 0.006], [-0.119, -0.243, -0.034], [-0.062, 0.070, 0.025], [-0.005, -0.052, -0.129], [0.017, -0.004, -0.049], [0.042, -0.159, 0.120], [0.386, -0.024, 0.167], [0.025, 0.030, 0.171], [-0.005, -0.098, -0.088], [-0.017, -0.076, 0.071], [0.041, 0.030, 0.004], [-0.140, 0.062, -0.007], [-0.196, -0.019, -0.057], [-0.033, -0.016, 0.027], [0.024, 0.002, 0.017], [-0.003, -0.028, -0.045], [-0.003, -0.009, 0.001], [-0.009, -0.004, 0.011], [-0.002, 0.095, -0.044], [-0.181, 0.116, -0.143], [-0.107, -0.096, -0.155], [0.029, 0.017, 0.044], [0.022, 0.067, 0.015], [-0.047, -0.030, -0.047], [-0.021, -0.005, -0.032], [-0.005, 0.025, -0.024], [-0.006, -0.019, 0.003], [-0.020, 0.044, 0.002], [0.054, -0.048, -0.080], [-0.109, 0.008, -0.125], [0.415, -0.064, 0.072], [-0.087, -0.282, 0.038], [-0.625, 0.109, -0.256], [0.504, 0.101, 0.062], [0.187, 0.283, -0.202], [-0.140, 0.079, -0.082], [0.078, -0.142, 0.150], [0.261, 0.179, -0.151], [-0.373, -0.074, -0.178], [-1.162, 0.141, -0.209], [0.000, 0.019, 0.006], [0.067, 0.034, 0.004], [0.032, -0.017, 0.033], [0.002, -0.019, -0.021], [-0.042, 0.009, 0.052], [0.079, -0.032, -0.052], [-0.948, -0.392, 0.468], [0.458, 0.022, -0.667], [-0.109, 1.290, 1.241], [-0.323, -0.685, -0.095], [0.198, -0.353, -0.523], [0.816, 0.725, 0.173], [-1.257, -0.010, 0.978], [0.584, -0.977, -1.609], [0.559, 0.462, 0.310], [-0.056, 0.010, 0.009], [0.018, -0.025, 0.018], [-0.067, -0.086, -0.014], [0.140, 0.059, 0.059], [-0.037, 0.025, -0.026], [0.171, -0.001, 0.044], [-0.943, -0.383, -0.898], [0.308, 0.090, 0.294], [-0.235, -0.141, -0.042], [0.138, 0.997, 1.239], [-0.038, -1.216, -0.358], [0.244, 0.272, 0.093], [0.092, -0.079, 0.375], [0.019, 0.134, -0.025], [0.099, -0.174, 0.037], [-0.110, 0.323, 0.034], [0.283, -0.098, -0.637], [0.133, 0.025, -0.053], [-0.038, 0.011, 0.076], [0.003, 0.023, -0.054], [-0.039, 0.017, 0.075], [0.039, 0.178, -0.060], [-0.007, 0.003, 0.010], [0.035, -0.033, 0.034], [-0.032, 0.011, -0.010], [-0.038, 0.047, 0.077], [0.050, 0.023, 0.045], [-0.062, -0.043, -0.079], [0.033, 0.070, -0.008], [-0.053, -0.008, -0.041], [0.004, 0.071, 0.038], [-0.070, 0.110, 0.097], [0.000, -0.058, 0.029], [-0.008, 0.009, 0.001], [0.008, 0.010, 0.017], [0.014, -0.017, -0.024], [-0.048, -0.055, 0.145]]}

2.
{"formula": "C3H7N3", "method": "ωB97M-V with the def2-TZVPD basis set", "lumo_energy_ha": 0.0331, "e_homo_ev": -8.7, "multiplicity": 1, "e_above_lowest_ev": 3.381, "symbols": ["C", "C", "C", "N", "N", "N", "H", "H", "H", "H", "H", "H", "H"], "positions_angstrom": [[-1.719, 0.559, -0.082], [-0.425, 1.173, 0.221], [1.841, -0.828, -0.087], [-1.617, -0.960, -0.105], [-0.489, -1.384, 0.023], [0.490, -0.638, 0.306], [-2.472, 0.753, 0.680], [-2.115, 0.816, -1.068], [0.125, 1.668, -0.561], [-0.218, 1.502, 1.223], [2.012, -0.516, -1.124], [2.488, -0.257, 0.578], [2.099, -1.889, -0.005]], "forces_ev_per_angstrom": [[-0.062, 0.269, 0.007], [1.499, -2.752, 0.062], [0.433, -0.530, -0.506], [-1.437, -0.297, -0.274], [0.486, -1.553, -0.476], [-1.009, 4.242, 1.020], [-0.028, 0.132, -0.054], [0.011, 0.059, 0.180], [0.054, 0.183, -0.107], [-0.014, 0.176, 0.128], [0.105, 0.001, 0.053], [-0.047, -0.034, -0.060], [0.007, 0.103, 0.027]]}

3.
{"formula": "C6H11NSi", "method": "ωB97M-V with the def2-TZVPD basis set", "lumo_energy_ha": 0.0231, "smiles": "C=C(C#N)[Si](C)(C)C", "e_homo_ev": -10.4, "multiplicity": 1, "e_above_lowest_ev": 0.764, "symbols": ["C", "C", "C", "N", "Si", "C", "C", "C", "H", "H", "H", "H", "H", "H", "H", "H", "H", "H", "H"], "positions_angstrom": [[1.701, 1.895, -0.159], [1.346, 0.617, 0.105], [2.646, -0.375, -0.074], [3.539, -1.079, -0.140], [-0.358, -0.303, 0.233], [-0.478, -1.346, 1.763], [-0.417, -0.982, -1.532], [-1.859, 0.951, 0.010], [0.860, 2.587, -0.139], [2.716, 2.314, -0.476], [0.400, -1.921, 2.065], [-0.675, -0.721, 2.635], [-1.401, -2.056, 1.665], [-0.385, -0.069, -2.133], [0.416, -1.632, -1.764], [-1.290, -1.525, -1.755], [-2.827, 0.504, -0.118], [-2.090, 1.718, 0.719], [-1.845, 1.423, -0.904]], "forces_ev_per_angstrom": [[-0.294, -0.278, -0.214], [3.637, -1.151, -0.837], [-4.122, 2.677, 0.846], [1.118, -0.884, -0.182], [-0.712, 1.609, -1.296], [-1.515, -1.220, 0.171], [1.075, 0.256, 1.001], [0.532, -1.273, 1.871], [0.311, 0.297, 0.037], [-1.548, -1.005, 0.682], [-0.040, -0.136, -0.492], [-0.200, 0.256, -0.078], [1.692, 1.129, 0.166], [0.101, -0.235, -0.112], [0.391, -0.018, -0.207], [-1.303, -0.578, -0.230], [-0.471, -1.263, 0.358], [0.402, 0.511, 0.833], [0.944, 1.306, -2.317]]}

4.
{"formula": "C5H38N2O13", "method": "ωB97M-V with the def2-TZVPD basis set", "lumo_energy_ha": 0.0028, "e_homo_ev": -9.1, "multiplicity": 1, "e_above_lowest_ev": 3.170, "symbols": ["C", "N", "C", "C", "C", "N", "C", "O", "H", "H", "H", "H", "H", "H", "H", "H", "H", "H", "H", "H", "H", "H", "H", "H", "O", "H", "H", "O", "H", "H", "O", "H", "H", "O", "H", "H", "O", "H", "H", "O", "H", "H", "O", "H", "H", "O", "H", "H", "O", "H", "H", "O", "H", "H", "O", "H", "H", "O"], "positions_angstrom": [[1.026, 2.838, 1.506], [2.467, 2.681, 1.740], [0.469, 2.332, 0.176], [-0.134, 3.428, -0.707], [0.760, 4.664, -0.892], [-0.477, 1.165, 0.246], [-0.247, 0.259, -0.849], [0.299, -1.000, -0.408], [0.585, 2.348, 2.395], [0.695, 3.852, 1.796], [3.104, 2.722, 0.958], [2.556, 1.757, 2.127], [1.375, 1.878, -0.250], [-1.102, 3.675, -0.237], [-0.340, 3.037, -1.704], [1.770, 4.291, -1.111], [0.451, 5.175, -1.802], [0.779, 5.370, -0.068], [-1.400, 1.572, 0.175], [-1.216, -0.027, -1.269], [0.393, 0.589, -1.663], [0.695, -0.791, 0.438], [-1.662, -1.035, -3.244], [-2.936, -0.265, -3.785], [-2.213, -0.246, -3.151], [-4.336, -0.747, 2.026], [-3.852, 0.544, 2.156], [-4.224, -0.115, 2.758], [3.347, -3.671, 1.986], [2.316, -2.692, 2.625], [2.691, -3.583, 2.669], [-4.671, -0.217, -1.225], [-5.332, 0.520, -0.144], [-4.708, -0.189, -0.259], [0.555, -1.546, -4.088], [0.666, -2.350, -2.780], [0.009, -1.991, -3.398], [0.033, -1.497, 3.217], [0.600, -0.202, 2.740], [0.889, -1.107, 2.940], [3.871, -0.482, 1.799], [2.287, -0.729, 1.675], [3.051, -0.187, 1.398], [-1.373, -4.656, -2.418], [-1.030, -3.501, -1.549], [-1.135, -4.467, -1.502], [3.471, 0.346, -1.334], [3.721, 1.754, -2.046], [3.483, 0.832, -2.170], [0.775, 0.242, -3.452], [2.270, 0.364, -3.618], [1.467, 0.086, -4.101], [-1.776, -2.401, 4.518], [-2.122, -2.443, 3.101], [-1.356, -2.586, 3.667], [-1.161, -4.589, 1.991], [-2.053, -4.541, 0.717], [-2.067, -4.467, 1.681]], "forces_ev_per_angstrom": [[-0.438, 0.635, 1.805], [-0.445, 0.029, 0.583], [0.439, -0.730, -0.074], [0.167, 0.188, 0.524], [0.057, -0.692, -0.570], [1.192, 1.182, -0.161], [-1.581, -1.727, 0.020], [0.136, 0.450, -0.059], [-0.117, -0.505, -0.672], [0.336, 0.120, -0.927], [-0.428, 0.215, -0.343], [0.581, -0.128, -0.077], [-0.176, 0.323, -0.510], [0.181, 0.197, -0.271], [-0.142, -0.257, 0.039], [-0.006, 0.305, 0.252], [-0.089, 0.290, 0.068], [0.043, -0.109, 0.117], [-0.235, -0.411, 0.065], [0.254, 0.323, -0.052], [0.181, 0.736, 0.180], [0.078, -0.294, 0.350], [0.049, -0.146, -0.259], [0.268, -0.290, -0.107], [-0.403, 0.430, 0.157], [-0.441, -0.598, 0.615], [0.214, 0.707, 0.675], [0.282, -0.196, -1.372], [0.285, 0.132, -0.458], [0.060, -0.230, -0.040], [-0.445, 0.068, 0.561], [0.444, -0.383, 0.103], [-0.524, 0.475, 0.526], [0.158, -0.065, -0.538], [-0.284, -0.289, 0.616], [-0.292, 0.239, -0.093], [0.297, -0.343, -0.367], [0.172, -0.663, -0.021], [0.272, 0.009, 0.050], [-0.488, 0.677, -0.204], [-0.242, -0.407, 0.305], [0.894, -0.032, 0.359], [-0.380, 0.184, -0.693], [-0.017, -0.317, 0.075], [0.065, -0.301, 0.361], [-0.066, 0.742, -0.296], [0.054, 0.482, 0.080], [0.057, -0.130, 0.443], [-0.173, -0.363, -0.425], [-0.195, 0.104, -0.076], [-0.176, -0.204, -0.206], [0.528, 0.427, 0.066], [0.491, -0.096, 0.234], [0.077, -0.300, -0.737], [-0.495, 0.497, 0.560], [-0.154, 0.056, -0.207], [0.273, -0.091, 0.121], [-0.155, 0.076, -0.093]]}